Record 1
The following is a DFT calculation (ωB97M-V with the def2-TZVPD basis set) of a structure of composition C15H60O15 in a non-equilibrium geometry.

Results
Kohn-Sham gap   6.607 eV
E_tot   -1734.91111 a.u.
Net charge   0

Atoms and positions in Å:
C  -16.1026  10.4226  24.2734
O  -15.8508  11.0853  23.0504
H  -16.4968  11.1193  25.0132
H  -16.8351  9.6226  24.1664
H  -15.2457  9.9341  24.7374
H  -14.9527  11.4195  23.1093
C  -14.4014  13.2764  24.1589
O  -14.2996  12.3466  23.1148
H  -14.9854  12.7440  24.9096
H  -13.4230  13.6683  24.4368
H  -15.0108  14.1436  23.9050
H  -14.1202  12.7267  22.2517
C  -10.8328  13.0630  19.3151
O  -11.6814  13.5609  20.2891
H  -10.7491  13.8005  18.5168
H  -9.8570  12.7835  19.7124
H  -11.2138  12.1415  18.8750
H  -12.5651  13.6923  19.9378
C  -13.9465  8.4050  18.6284
O  -13.5955  9.2811  19.6688
H  -14.0791  8.9896  17.7181
H  -13.0870  7.7348  18.6180
H  -14.8558  7.8818  18.9244
H  -14.4219  9.5145  20.0979
C  -11.8752  11.7982  24.9514
O  -11.9577  10.7918  25.9361
H  -12.7257  12.4799  24.9613
H  -11.0274  12.4495  25.1638
H  -11.7975  11.3025  23.9838
H  -11.0924  10.3776  25.9006
C  -13.1765  9.4131  23.8439
O  -13.5151  9.4159  25.2579
H  -12.0992  9.4780  23.6906
H  -13.6683  8.5847  23.3341
H  -13.5647  10.3280  23.3962
H  -13.1388  10.1892  25.6844
C  -12.0515  7.9579  21.6793
O  -11.2594  8.7614  22.5061
H  -13.1070  8.2258  21.7262
H  -11.7168  7.9358  20.6422
H  -12.0526  6.9330  22.0501
H  -11.4530  9.6856  22.3331
C  -13.8917  12.5038  18.6132
O  -13.3450  13.7225  19.1161
H  -14.0197  11.8040  19.4390
H  -14.8550  12.6933  18.1398
H  -13.1472  12.0866  17.9350
H  -13.6641  14.4656  18.5987
C  -12.6608  11.0571  21.4286
O  -11.4651  10.7145  22.1739
H  -12.5407  12.0237  20.9393
H  -12.8609  10.2755  20.6957
H  -13.5717  10.9722  22.0212
H  -10.9276  11.4751  22.4066
C  -15.7647  10.4372  20.9156
O  -15.5038  9.8382  19.7152
H  -15.4002  9.7877  21.7114
H  -15.2214  11.3727  21.0490
H  -16.8055  10.6754  21.1346
H  -15.9291  10.4048  19.0674
C  -11.1888  10.0674  18.8322
O  -12.4469  10.4176  18.3932
H  -11.1362  8.9996  19.0448
H  -10.4944  10.2016  18.0028
H  -10.9199  10.5924  19.7488
H  -13.0968  9.9407  18.9146
C  -9.1123  9.9613  21.1329
O  -7.7590  10.2364  20.7710
H  -9.7459  10.8325  20.9661
H  -9.5528  9.2910  20.3949
H  -9.2561  9.6785  22.1757
H  -7.2643  9.4188  20.8632
C  -14.1865  14.6162  21.4666
O  -14.1098  13.2495  21.3460
H  -13.1902  15.0278  21.6281
H  -14.6011  15.0146  20.5406
H  -14.8694  14.8214  22.2909
H  -13.7098  13.0268  20.5022
C  -9.3183  14.4838  23.4424
O  -9.0070  13.1253  23.1483
H  -8.4049  14.9857  23.7616
H  -9.6700  14.9409  22.5175
H  -10.0597  14.5899  24.2344
H  -9.7797  12.7629  22.7087
C  -11.6847  13.5388  22.5786
O  -10.7319  12.7423  21.9662
H  -12.6054  13.2112  22.0958
H  -11.6884  13.3778  23.6566
H  -11.4043  14.5829  22.4398
H  -10.8884  12.8702  21.0277

***

Record 2
The following is a DFT calculation (ωB97M-V with the def2-TZVPD basis set) of a structure of composition CH2F3NO2P in a non-equilibrium geometry.

Results
Kohn-Sham gap   9.504 eV
E_tot   -885.63849 a.u.
Net charge   -1

Atoms and positions in Å:
C  0.0385  -0.6995  -2.2902
N  0.8743  1.6833  -0.7895
O  -1.3601  2.1525  -1.9756
O  -1.2511  0.4754  0.0731
F  -0.5741  -0.8702  -3.4249
F  1.3137  -0.5710  -2.6647
F  0.0321  -1.9112  -1.7408
P  -0.7197  1.1203  -1.1124
H  1.1902  2.4335  -1.3434
H  1.4957  0.9419  -0.9112

***

Record 3
The following is a DFT calculation (ωB97M-V with the def2-TZVPD basis set) of the molecule C16H16F3N3Si in a non-equilibrium geometry.

Results
Kohn-Sham gap   8.732 eV
E_tot   -1372.62353 a.u.
Net charge   0

Atoms and positions in Å:
F  -5.7899  0.8025  -3.7577
F  -4.4944  1.6030  -2.2451
F  -4.4959  2.6800  -4.1369
N  -2.7056  -0.9181  -5.4874
N  -3.7427  -0.1325  -5.2734
C  -1.8672  -0.7699  -4.4191
C  -3.5477  0.5611  -4.2065
C  -0.6404  -1.3685  -4.1297
C  0.0494  -0.7795  -3.0734
C  -0.5544  0.1021  -2.1003
C  -1.7239  0.6900  -2.4080
C  0.2292  1.2766  -0.0073
C  0.1235  -1.1272  -0.0028
C  0.8131  1.2013  1.3075
C  0.7180  -1.1551  1.2475
C  -0.0681  0.0745  -0.6927
C  1.1066  -0.0505  1.8641
N  -2.3527  0.2835  -3.5772
C  -4.6335  1.4606  -3.5824
C  1.4790  -1.4264  4.5164
C  3.7717  -0.5650  2.7143
C  2.2780  1.3730  4.5440
Si  2.0575  -0.1101  3.3937
H  -0.1930  -2.1426  -4.6970
H  1.0073  -1.1385  -2.8243
H  -2.2188  1.0516  -1.5238
H  0.0904  2.2718  -0.3407
H  -0.0697  -2.0700  -0.5434
H  1.1323  2.1530  1.7199
H  1.0997  -2.0959  1.6203
H  0.4229  -1.5158  4.2630
H  1.9471  -2.4309  4.4513
H  1.5783  -0.9752  5.4666
H  3.9261  -1.6294  2.7180
H  3.7386  -0.1863  1.6564
H  4.5337  -0.0037  3.2529
H  3.1173  1.0896  5.1973
H  1.4116  1.6305  5.1484
H  2.4666  2.2867  3.9476